C18H38O17 | ωB97M-V/def2-TZVPD

Each atom is followed by the atoms it is bonded to, with distances in Å.
Positions of all 73 atoms, in Å:
1 O -1.2085 5.2788 -2.1755  C55 1.179
2 H 0.9802 1.4180 -3.2269  O54 0.964
3 H -1.0563 -0.4065 -5.9506  C5 1.097
4 C -1.5067 -3.4128 0.5377  O40 1.174, O41 1.357, O72 1.346
5 C -1.2477 -0.8820 -4.9809  H3 1.097, O36 1.414, H45 1.083, C56 1.544
6 C 2.4181 1.1169 2.9761  C7 1.522, H19 1.092, O46 1.430, C53 1.519
7 C 3.7970 1.6625 2.6322  C6 1.522, O15 1.439, H25 1.088, H63 1.091
8 H 1.2390 2.9479 2.9007  C53 1.086
9 C 0.3144 3.5265 0.3033  O13 1.421, C21 1.554, H37 1.085, H52 1.093
10 C 1.2917 -0.8103 -5.1598  H22 1.090, H29 1.093, H32 1.091, C56 1.509
11 H 2.0792 -3.6565 2.7935  C23 1.091
12 C -2.6639 0.5530 -1.7346  H33 1.091, H42 1.092, H49 1.088, O61 1.424
13 O 0.3061 4.1467 -0.9753  C9 1.421, C55 1.366
14 O -0.0225 -2.8172 -4.8961  C56 1.441, C71 1.342
15 O 4.6849 0.6328 3.1024  C7 1.439, C38 1.359
16 H -3.1955 -2.2288 4.3158  C39 1.094
17 H -2.8053 3.6200 1.9182  C66 1.087
18 H 0.9055 -2.7324 1.8349  C23 1.102
19 H 1.9169 0.6659 2.1167  C6 1.092
20 H 3.6570 0.1137 -1.2675  O69 0.963
21 C -0.9008 4.1443 1.0489  C9 1.554, O28 1.438, H44 1.092, C66 1.517
22 H 2.2259 -1.1224 -4.6924  C10 1.090
23 C 1.7953 -3.3805 1.7768  H11 1.091, H18 1.102, H47 1.096, O59 1.403
24 H -0.3391 1.6495 -2.4638  O54 0.982
25 H 3.9698 1.7600 1.5627  C7 1.088
26 O 4.4502 -1.2741 4.2407  C38 1.181
27 H 0.1912 -1.3807 -3.3967  C56 1.090
28 O -1.6176 4.7611 -0.0347  C21 1.438, C55 1.336
29 H 1.4296 -1.1172 -6.1997  C10 1.093
30 H 1.6884 2.4121 4.6261  C53 1.092
31 H -1.5836 -2.9078 3.9487  C39 1.090
32 H 1.1317 0.2685 -5.1731  C10 1.091
33 H -2.5679 -0.4177 -2.2224  C12 1.091
34 H 2.6402 -0.2233 -0.1744  O69 0.988
35 C -2.3600 -1.5995 1.6440  O41 1.429, H57 1.090, H70 1.090, C73 1.539
36 O -2.0877 -2.0180 -5.0317  C5 1.414, C71 1.359
37 H 1.2286 3.8300 0.8020  C9 1.085
38 C 3.9722 -0.2835 3.8095  O15 1.359, O26 1.181, O46 1.348
39 C -2.6511 -2.9858 3.7431  H16 1.094, H31 1.090, H43 1.094, C73 1.502
40 O -0.9073 -4.0193 -0.2694  C4 1.174
41 O -1.4577 -2.0599 0.6355  C4 1.357, C35 1.429
42 H -3.7107 0.6861 -1.4542  C12 1.092
43 H -3.0462 -3.8954 4.2041  C39 1.094
44 H -0.5186 4.8344 1.8039  C21 1.092
45 H -1.6527 -0.1161 -4.3308  C5 1.083
46 O 2.7033 0.1385 3.9792  C6 1.430, C38 1.348
47 H 1.4433 -4.3126 1.3196  C23 1.096
48 H 0.3147 0.0129 -0.8372  O65 0.982
49 H -2.0162 0.5249 -0.8602  C12 1.088
50 O -1.7548 -4.2305 -5.0720  C71 1.176
51 H -1.4785 2.6007 2.5061  C66 1.088
52 H 0.1087 2.4533 0.2678  C9 1.093
53 C 1.4808 2.1433 3.5884  C6 1.519, H8 1.086, H30 1.092, H67 1.105
54 O 0.4541 1.0709 -2.4972  H2 0.964, H24 0.982
55 C -0.8842 4.7938 -1.1505  O1 1.179, O13 1.366, O28 1.336
56 C 0.1012 -1.4425 -4.4814  C5 1.544, C10 1.509, O14 1.441, H27 1.090
57 H -1.8049 -0.9332 2.3035  C35 1.090
58 H 0.3065 -1.1800 0.1724  O65 0.977
59 O 2.8833 -2.6950 1.2151  C23 1.403, H68 0.963
60 H -2.9658 2.3136 -2.6466  O61 0.958
61 O -2.3381 1.5905 -2.6543  C12 1.424, H60 0.958
62 H -3.9626 -2.9265 2.0831  C73 1.092
63 H 4.0218 2.5975 3.1465  C7 1.091
64 H -2.0612 2.4362 0.8333  C66 1.092
65 O 0.7834 -0.3588 -0.0590  H48 0.982, H58 0.977
66 C -1.8692 3.1400 1.6457  H17 1.087, C21 1.517, H51 1.088, H64 1.092
67 H 0.5131 1.6534 3.8002  C53 1.105
68 H 2.8236 -2.7012 0.2544  O59 0.963
69 O 3.5880 0.0177 -0.3116  H20 0.963, H34 0.988
70 H -3.1602 -1.0143 1.1911  C35 1.090
71 C -1.3201 -3.1390 -5.0146  O14 1.342, O36 1.359, O50 1.176
72 O -2.2297 -3.9275 1.5493  C4 1.346, C73 1.407
73 C -2.8858 -2.9070 2.2621  C35 1.539, C39 1.502, H62 1.092, O72 1.407

SMILES: C[C@H]1COC(=O)O1.C[C@H]1COC(=O)O1.C[C@H]1COC(=O)O1.C[C@H]1COC(=O)O1.CO.CO.O.O.O
F_max: 1.944 eV/Å
HOMO-LUMO gap: 10.081 eV
Highest occupied orbital energy: -0.3729 Eh
ΔE to the lowest compared entry with this formula, charge and spin: 16.1 kJ/mol

Charge distribution, Löwdin scheme, values in e: 0.175 0.058 0.137 -0.577 -0.101 -0.310 -0.083 0.060 -0.094 -0.029 0.087 -0.126 0.061 0.089 0.067 0.094 0.091 0.060 0.134 0.030 -0.295 0.089 -0.164 0.037 0.118 0.174 0.139 0.087 0.095 0.096 0.095 0.077 0.083 -0.006 -0.076 0.069 0.125 -0.567 -0.024 0.194 0.001 0.094 0.091 0.151 0.102 0.083 0.083 0.014 0.055 0.182 0.075 0.118 -0.022 -0.049 -0.577 -0.306 0.134 0.033 -0.097 0.094 -0.130 0.152 0.132 0.075 -0.069 -0.012 0.078 0.077 -0.070 0.126 -0.576 0.115 -0.329